# C5H13NOS

A 2-piece molecular cluster, C5H13NOS overall in a non-equilibrium geometry (the ωB97M-V functional and the def2-TZVPD basis, OMol25).

The geometry in XYZ format:
```
21
C5H13NOS (the ωB97M-V functional and the def2-TZVPD basis)
C -1.5647 -0.4517 1.1327
C -2.3099 0.9213 0.8419
S -3.4574 0.7182 -0.5914
C -0.9931 -0.9003 -0.2328
N 0.1785 -0.0194 -0.5936
C 1.4979 -0.6433 -0.3750
C 2.5839 0.4729 -0.2679
O 3.5558 0.0031 0.5310
H -0.6439 -0.3839 1.8367
H -2.4231 -1.1516 1.3685
H -1.5702 1.7163 0.5998
H -2.9861 1.2463 1.6117
H -1.8041 0.9288 -1.8567
H -1.7540 -0.7417 -0.9871
H -0.6810 -1.9081 -0.2940
H 0.0375 0.1048 -1.6052
H 1.3250 -1.1704 0.5816
H 1.6026 -1.4957 -1.0982
H 2.9636 0.7789 -1.2661
H 2.1036 1.4525 0.2242
H 4.3391 0.5228 0.4398
```

LUMO = -1.2 eV

=====

# C5H13NOS

A 3-piece molecular cluster, C5H13NOS overall in a non-equilibrium geometry (the ωB97M-V functional and the def2-TZVPD basis, OMol25).

The geometry in XYZ format:
```
21
C5H13NOS (the ωB97M-V functional and the def2-TZVPD basis)
C -1.5645 1.3427 -1.3566
C -0.8086 2.5674 -0.8503
C 0.4407 2.2064 -0.0635
S 0.1170 1.3982 1.5229
H -1.9450 0.6982 -0.5624
H -0.8929 0.6636 -1.9025
H -2.3539 1.5784 -2.0743
H -0.5327 3.1679 -1.7203
H -1.4698 3.2032 -0.2539
H 1.0225 3.1071 0.1483
H 1.0805 1.5728 -0.6730
O -0.7683 -3.4438 0.2323
C -0.4137 -2.3879 -0.2110
C 0.9960 -2.1477 -0.7730
N 1.8771 -1.3609 0.1039
H -1.1115 -1.5478 -0.4513
H 1.3962 -3.1616 -0.8850
H 0.8530 -1.5798 -1.6950
H 2.2078 -1.9780 0.8376
H -0.3721 -0.3676 1.1247
H 1.4590 -0.5007 0.4619
```

LUMO = -0.7 eV

=====

# C5H13NS

A 2-piece molecular cluster, C5H13NS overall in a non-equilibrium geometry (the ωB97M-V functional and the def2-TZVPD basis, OMol25).

The geometry in XYZ format:
```
20
C5H13NS (the ωB97M-V functional and the def2-TZVPD basis)
C -1.8338 0.7093 -1.0705
C -1.3736 -1.4906 -0.0294
C -1.8205 0.3230 1.3976
C 3.2099 0.3431 0.7495
C -1.6977 -0.2517 0.0679
N 1.7105 -0.5455 -1.3529
S 1.4810 0.0936 0.3524
H -2.2935 0.2468 -1.9221
H -2.2506 1.7054 -0.7585
H -0.7728 1.0919 -1.1882
H 2.1005 0.1744 -1.9462
H -1.0776 -1.8837 -0.9491
H -1.3965 -2.0771 0.7750
H -0.8237 0.6711 1.6040
H -2.5155 1.1118 1.4439
H -2.0982 -0.4355 2.1397
H 3.3992 1.2090 1.3484
H 3.5670 0.4929 -0.2434
H 3.6437 -0.5154 1.1814
H 0.8423 -0.9728 -1.5994
```

LUMO = 0.9 eV

=====

# C5H13NS

One molecule with the formula C5H13NS in a non-equilibrium geometry (the ωB97M-V functional and the def2-TZVPD basis, OMol25).

The geometry in XYZ format:
```
20
C5H13NS (the ωB97M-V functional and the def2-TZVPD basis)
C -0.6650 -0.8289 0.7644
N 0.1003 0.1732 0.0221
C 1.5633 0.2333 0.3259
C 2.1490 1.4628 -0.3365
S 3.9368 1.6625 0.1833
C -2.1749 -0.7453 0.3549
C -2.4436 -0.8546 -1.1351
H -0.2089 -1.8134 0.6344
H -0.6480 -0.4826 1.7970
H -0.0586 0.1603 -0.9730
H 1.9957 -0.6333 -0.1703
H 1.6094 0.3635 1.4064
H 2.0719 1.3143 -1.4107
H 1.6261 2.3272 0.0645
H 3.7128 1.6967 1.5240
H -2.6295 0.1648 0.7386
H -2.4936 -1.6687 0.8629
H -1.9984 -0.0267 -1.6899
H -1.9370 -1.7070 -1.5964
H -3.5078 -0.7982 -1.3666
```

LUMO = 1.0 eV

=====

Per-record electronic energy, hartree: -726.3214; -726.3869; -651.1597; -651.2133
Per-record orbital gap, eV: 7.75; 8.39; 9.03; 9.71